Entry w
14
Properties=species:S:1:pos:R:3 method="wB97M-V/def2-TZVPD" charge=0 spin_multiplicity=1 homo_lumo_gap_ev=8.608
C 1.471 0.803 0.222
C 1.497 -0.737 0.011
C 0.884 -0.915 1.390
C 0.223 0.452 1.070
C -0.833 0.019 0.094
H 0.909 2.393 -0.638
H 2.327 0.975 0.929
H 2.419 -1.214 -0.333
H 1.655 -0.888 2.172
H 0.259 -1.780 1.659
H -0.148 1.119 1.835
O 1.400 1.605 -0.885
S -2.423 0.330 0.110
S 0.044 -1.029 -1.064

---

Entry x
14
Properties=species:S:1:pos:R:3 method="wB97M-V/def2-TZVPD" charge=0 spin_multiplicity=1 homo_lumo_gap_ev=7.708 smiles="C=C[C@H](S)C(=S)C=O"
C -0.528 -0.196 -0.703
C -1.212 1.074 -0.972
C -0.675 2.256 -0.659
C 0.792 -0.145 0.023
C 0.784 0.456 1.388
H -1.446 -1.021 1.286
H -0.245 -0.555 -1.676
H -2.209 1.023 -1.481
H 0.294 2.354 -0.190
H -1.291 3.158 -0.852
H 1.761 0.711 1.853
O -0.280 0.656 1.918
S -1.590 -1.467 0.013
S 2.241 -0.507 -0.560

---

Sorted by energy, starting with the most stable: entry w, entry x.

---

Entry w
14
Properties=species:S:1:pos:R:3 method="wB97M-V/def2-TZVPD" charge=0 spin_multiplicity=1 homo_lumo_gap_ev="7.993 / 7.994" smiles="S=c1cccco1.S"
C 0.581 -1.306 0.774
C 0.404 -2.128 -0.373
C -0.113 -0.166 0.924
C -0.507 -1.753 -1.247
C -1.144 0.131 -0.042
O -1.299 -0.634 -1.143
S 1.194 3.095 -0.233
S -2.058 1.507 0.153
H 1.287 -1.562 1.468
H 0.912 -3.075 -0.328
H 0.050 0.515 1.762
H -0.841 -2.341 -2.174
H 0.924 3.433 1.008
H 0.611 4.286 -0.550

---

Entry x
14
Properties=species:S:1:pos:R:3 method="wB97M-V/def2-TZVPD" charge=0 spin_multiplicity=1 homo_lumo_gap_ev=9.181 smiles="S=C1O[C@H]2C[C@]1(S)C2"
C 0.702 0.147 0.144
C -0.536 -0.134 1.168
C -1.158 -0.716 -0.152
C -0.577 0.515 -0.896
C 1.059 -1.131 -0.133
H 1.168 2.694 -0.121
H -0.330 -0.811 1.965
H -1.000 0.970 1.474
H -2.251 -1.174 -0.240
H -1.166 1.414 -0.702
H -0.306 0.192 -1.932
O -0.090 -1.834 -0.459
S 1.946 1.522 -0.099
S 2.540 -1.653 -0.018

---

Entry y
14
Properties=species:S:1:pos:R:3 method="wB97M-V/def2-TZVPD" charge=0 spin_multiplicity=1 homo_lumo_gap_ev=7.643 smiles="C=C[C@H](S)C(=S)C=O"
C -0.342 -0.473 -0.762
C -0.805 0.989 -0.740
C -0.081 1.973 -0.165
C 0.918 -0.810 -0.031
C 0.941 -0.942 1.470
H -2.095 -1.220 0.606
H -0.070 -0.542 -1.791
H -1.842 1.117 -1.118
H 0.970 1.725 0.161
H -0.340 3.005 -0.229
H 1.895 -1.665 1.835
O -0.005 -0.436 2.150
S -1.505 -1.792 -0.533
S 2.362 -0.929 -0.851

---

Sorted by energy, starting with the most stable: entry w, entry y, entry x.

---

Entry w
14
Properties=species:S:1:pos:R:3 method="wB97M-V/def2-TZVPD" charge=0 spin_multiplicity=1 homo_lumo_gap_ev=8.899 smiles="[H]/N=c1/o[nH]c(C)c1S"
C 0.848 -0.239 1.790
C 0.245 -0.314 0.442
C -0.630 -0.135 -1.541
C -0.715 0.341 -0.201
H 1.997 -0.600 1.649
H 0.138 -0.757 2.623
H 0.975 0.945 1.967
H 1.480 -1.737 0.010
H -2.024 0.640 -2.471
H -0.486 2.629 -0.308
N 0.565 -1.462 -0.158
N -1.197 0.045 -2.718
O 0.155 -1.267 -1.507
S -1.352 1.910 0.423

---

Entry x
14
Properties=species:S:1:pos:R:3 method="wB97M-V/def2-TZVPD" charge=0 spin_multiplicity=1 homo_lumo_gap_ev=8.879 smiles="[H]/N=C(/N)[C@H]1OC=CS1"
C -0.724 0.994 -0.697
C -0.522 0.256 0.514
C 0.244 -1.928 0.244
C 1.487 -1.476 0.528
H -2.477 -0.146 -0.904
H -2.246 1.123 -2.060
H 0.769 2.236 -0.723
H -0.898 0.652 1.419
H -0.199 -3.006 0.230
H 2.382 -2.150 0.593
N -2.013 0.766 -1.167
N -0.047 1.963 -1.267
O -0.895 -1.085 0.363
S 1.333 0.237 0.753

---

Entry y
14
Properties=species:S:1:pos:R:3 method="wB97M-V/def2-TZVPD" charge=0 spin_multiplicity=1 homo_lumo_gap_ev="8.687 / 8.686"
C -0.382 -0.878 0.190
C -0.295 0.495 0.007
C 0.828 -1.786 0.337
C 0.939 1.312 -0.223
N -1.599 -1.346 0.083
N -1.584 1.067 -0.211
O -1.808 2.300 -0.458
S -2.731 -0.202 -0.026
H 0.928 -2.045 1.364
H 0.702 -2.714 -0.257
H 1.710 -1.151 0.032
H 1.462 1.140 -1.100
H 0.367 2.255 -0.408
H 1.464 1.551 0.671

---

Entry z
14
Properties=species:S:1:pos:R:3 method="wB97M-V/def2-TZVPD" charge=0 spin_multiplicity=1 homo_lumo_gap_ev=9.836
C -3.459 0.182 -0.284
C -0.268 0.432 0.444
C 1.988 -0.842 0.385
C 2.536 0.199 -0.547
H -4.203 -0.544 -0.665
H -3.841 1.129 0.085
H 0.528 1.079 0.828
H 2.033 -0.591 1.460
H 2.520 -1.739 0.122
H 2.708 -0.165 -1.582
N -2.254 -0.177 -0.288
N -1.439 0.821 0.317
O 2.813 1.342 -0.201
S 0.338 -1.126 -0.074

---

Sorted by energy, starting with the most stable: entry x, entry z, entry y, entry w.